{"formula": "AgH8O6", "method": "the ωB97M-V functional and the def2-TZVPD basis", "elements": ["Ag", "O", "H", "O", "H", "O", "H", "O", "H", "O", "H", "H", "O", "H", "H"], "coordinates": [[-0.329, 0.211, 0.171], [-1.156, -1.302, 1.545], [-0.503, -1.982, 1.737], [-0.225, 1.403, 2.204], [0.559, 1.666, 2.704], [-2.165, 1.601, -0.065], [-2.808, 0.921, -0.304], [0.584, 1.605, -1.287], [1.466, 1.907, -1.050], [1.829, -0.603, 0.221], [2.540, -1.060, 0.694], [2.243, -0.182, -0.550], [-0.723, -1.136, -1.720], [-0.805, -0.974, -2.670], [-0.507, -2.074, -1.630]], "relative_energy_kcal_mol": 29.88, "homo_lumo_gap_ev": [4.61, 4.09], "total_charge": -2, "s2": 0.758, "multiplicity": 2, "largest_force_ev_per_a": 2.97, "total_energy_ha": -602.93141}